Entry 1:
{"formula": "C22H35N7O6S4Sr", "method": "wB97M-V/def2-TZVPD", "symbols": ["Sr", "C", "C", "N", "C", "C", "S", "C", "C", "N", "H", "H", "H", "H", "H", "H", "H", "H", "H", "H", "H", "H", "H", "H", "C", "C", "N", "C", "C", "S", "C", "C", "S", "C", "N", "C", "H", "H", "H", "H", "H", "H", "H", "H", "C", "C", "S", "O", "O", "C", "C", "N", "C", "N", "C", "C", "N", "O", "O", "C", "H", "H", "H", "H", "H", "H", "H", "H", "H", "H", "H", "H", "H", "O", "O"], "positions_angstrom": [[-1.36, 0.94, 1.07], [-0.26, 2.28, 3.83], [-1.22, 3.45, 3.69], [-2.45, 3.14, 2.97], [-2.87, 3.77, 1.93], [-2.04, 4.72, 1.13], [-0.65, 3.86, 0.29], [0.80, 4.20, 1.34], [1.41, 3.02, 2.10], [0.50, 1.97, 2.62], [-0.84, 1.39, 4.09], [0.39, 2.50, 4.69], [-0.75, 4.29, 3.23], [-1.53, 3.77, 4.69], [-3.04, 2.29, 3.20], [-3.87, 3.52, 1.61], [-4.63, 1.03, 0.69], [-1.67, 5.56, 1.70], [-2.66, 5.12, 0.32], [0.56, 5.06, 1.96], [1.55, 4.56, 0.63], [2.05, 3.42, 2.90], [2.08, 2.50, 1.41], [1.10, 1.18, 2.83], [-0.12, -1.14, 4.75], [-1.05, -1.84, 3.80], [-1.19, -1.53, 2.53], [-2.07, -2.41, 1.92], [-2.62, -3.33, 2.74], [-2.00, -3.16, 4.32], [-2.29, -2.35, 0.47], [-2.71, -3.38, -0.31], [-2.82, -2.88, -1.94], [-2.27, -1.32, -1.51], [-2.03, -1.19, -0.23], [-2.11, -0.23, -2.51], [0.65, -0.62, 4.19], [0.37, -1.86, 5.41], [-0.65, -0.44, 5.38], [-3.34, -4.09, 2.50], [-2.94, -4.39, -0.01], [-2.93, -0.23, -3.23], [-1.17, -0.35, -3.05], [-2.11, 0.74, -2.01], [1.01, -3.50, -6.07], [2.08, -3.64, -4.99], [1.95, -2.29, -3.86], [2.32, -1.06, -4.52], [0.67, -2.35, -3.19], [3.19, -2.63, -2.61], [3.64, -1.35, -1.88], [2.57, -0.40, -1.53], [1.58, -0.60, -0.61], [0.76, 0.44, -0.55], [1.20, 1.32, -1.50], [2.29, 0.82, -2.11], [3.08, 1.49, -3.11], [2.54, 2.44, -3.64], [4.20, 1.09, -3.34], [1.45, -1.84, 0.19], [1.11, -4.33, -6.78], [1.13, -2.57, -6.62], [0.01, -3.54, -5.64], [3.09, -3.60, -5.41], [1.96, -4.55, -4.41], [4.06, -3.05, -3.10], [2.76, -3.38, -1.94], [4.33, -0.80, -2.51], [4.16, -1.63, -0.97], [0.72, 2.27, -1.72], [2.42, -2.25, 0.48], [0.91, -2.59, -0.39], [0.87, -1.64, 1.09], [-3.76, 1.40, 0.88], [-3.48, 0.84, 2.22]], "spin_multiplicity": 1, "e_above_lowest_kcal_mol": 0.0, "homo_energy_ev": -13.276, "gap_ev": 6.90, "mol_weight_g_mol": 709.45, "total_charge": 2, "fmax_ev_per_a": 1.5}


Entry 2:
{"formula": "C22H35N8PmSe", "method": "wB97M-V/def2-TZVPD", "symbols": ["Pm", "C", "C", "C", "C", "C", "C", "C", "C", "C", "C", "H", "H", "H", "H", "H", "H", "H", "H", "H", "H", "H", "H", "H", "H", "H", "Se", "N", "C", "C", "C", "C", "C", "C", "N", "H", "H", "H", "H", "N", "N", "H", "H", "H", "H", "C", "N", "C", "N", "C", "N", "C", "N", "C", "C", "H", "H", "H", "H", "H", "H", "H", "H", "H", "H", "H", "H"], "positions_angstrom": [[-0.33, -0.16, -0.41], [-0.67, -2.56, 0.59], [-0.04, -1.74, 1.59], [1.27, -1.38, 1.10], [1.43, -1.98, -0.20], [0.23, -2.70, -0.50], [0.08, -3.69, -1.63], [2.77, -2.22, -0.85], [2.42, -0.87, 1.93], [-0.49, -1.63, 3.02], [-1.91, -3.39, 0.76], [-0.96, -3.77, -1.96], [0.39, -4.68, -1.30], [0.70, -3.41, -2.48], [2.66, -2.42, -1.92], [3.23, -3.10, -0.40], [3.46, -1.39, -0.72], [3.05, -0.16, 1.38], [3.05, -1.72, 2.22], [2.08, -0.40, 2.85], [-1.57, -1.53, 3.11], [-0.02, -0.79, 3.53], [-0.20, -2.53, 3.56], [-2.49, -3.44, -0.17], [-2.53, -3.02, 1.57], [-1.62, -4.41, 1.01], [-1.75, -1.36, -3.66], [-0.54, -0.38, -2.75], [0.65, -0.53, -3.39], [1.87, 0.07, -3.02], [2.99, -0.23, -3.75], [2.94, -1.11, -4.85], [1.77, -1.69, -5.26], [0.60, -1.40, -4.54], [-0.60, -1.90, -4.80], [1.91, 0.77, -2.17], [3.94, 0.20, -3.48], [3.86, -1.33, -5.37], [1.71, -2.36, -6.10], [-2.94, 0.73, -0.88], [-2.94, -0.64, -0.38], [-3.82, 1.21, -0.64], [-2.94, 0.69, -1.91], [-3.66, -1.21, -0.84], [-3.23, -0.62, 0.61], [-0.93, 3.24, 0.22], [-0.44, 1.98, 0.92], [-1.45, 1.72, 2.02], [-1.60, 2.83, 2.91], [-2.07, 3.99, 2.16], [-1.10, 4.34, 1.12], [0.17, 4.66, 1.77], [0.66, 3.50, 2.51], [0.84, 2.39, 1.61], [-0.32, 3.14, 3.53], [-1.88, 3.02, -0.27], [-0.18, 3.52, -0.54], [-1.10, 0.85, 2.61], [-2.42, 1.52, 1.56], [-2.20, 4.83, 2.84], [-3.03, 3.77, 1.69], [0.01, 5.48, 2.47], [0.90, 4.95, 1.02], [1.21, 1.53, 2.19], [1.58, 2.67, 0.85], [-0.44, 3.98, 4.22], [0.03, 2.27, 4.09]], "spin_multiplicity": 5, "s_squared": 6.009, "homo_energy_ev": [-14.076, -14.044], "gap_ev": [6.72, 6.70], "mol_weight_g_mol": 635.54, "total_charge": 2, "fmax_ev_per_a": 1.9}


Entry 3:
{"formula": "C22H35NO4P2W", "method": "wB97M-V/def2-TZVPD", "symbols": ["W", "P", "P", "N", "H", "C", "H", "H", "H", "C", "H", "H", "H", "C", "H", "H", "H", "C", "H", "H", "H", "C", "H", "H", "H", "C", "H", "H", "H", "C", "C", "C", "C", "C", "C", "H", "H", "H", "H", "H", "C", "O", "C", "H", "H", "H", "C", "H", "H", "H", "O", "C", "C", "C", "C", "C", "C", "C", "O", "O", "H", "H", "H", "H", "H"], "positions_angstrom": [[-0.37, 0.47, -0.38], [-2.32, -0.58, -1.96], [1.56, 1.72, 0.60], [-0.74, 2.01, -1.55], [-1.87, 0.32, 0.54], [-4.00, -0.71, -1.22], [-4.70, -1.20, -1.93], [-4.35, 0.30, -0.99], [-3.94, -1.29, -0.29], [-2.04, -2.29, -2.58], [-2.93, -2.67, -3.10], [-1.80, -2.95, -1.74], [-1.18, -2.26, -3.26], [-2.68, 0.30, -3.54], [-3.47, -0.22, -4.10], [-1.77, 0.35, -4.14], [-3.02, 1.32, -3.30], [1.34, 2.47, 2.25], [2.26, 2.99, 2.53], [1.04, 1.69, 2.98], [0.57, 3.26, 2.17], [3.09, 0.75, 0.62], [3.97, 1.28, 1.03], [3.31, 0.49, -0.42], [2.90, -0.15, 1.21], [2.16, 3.09, -0.45], [3.06, 3.49, 0.08], [1.35, 3.83, -0.54], [2.43, 2.62, -1.41], [-0.92, 3.08, -2.31], [-2.08, 5.22, -2.78], [-1.91, 4.09, -2.00], [-0.14, 3.31, -3.51], [-0.32, 4.45, -4.29], [-1.29, 5.41, -3.93], [-2.83, 5.96, -2.50], [-2.52, 3.92, -1.10], [0.60, 2.56, -3.79], [0.29, 4.60, -5.19], [-1.43, 6.31, -4.54], [-0.51, -2.59, 0.35], [-0.16, -1.94, -0.68], [-1.78, -2.44, 1.08], [-1.71, -3.02, 2.02], [-2.67, -2.84, 0.55], [-2.00, -1.41, 1.36], [0.35, -3.70, 0.81], [0.41, -3.62, 1.90], [1.36, -3.69, 0.40], [-0.13, -4.65, 0.48], [3.27, -2.10, 1.27], [2.83, -2.40, 2.55], [3.59, -3.40, 3.21], [3.13, -3.93, 4.42], [2.05, -3.30, 5.04], [1.43, -2.17, 4.46], [1.67, -1.82, 3.12], [0.55, -0.95, 2.57], [-0.38, -0.68, 3.31], [0.60, -0.60, 1.30], [2.46, -2.02, 0.71], [4.48, -3.84, 2.74], [3.62, -4.80, 4.89], [1.64, -3.70, 5.96], [0.61, -1.70, 4.99]], "spin_multiplicity": 3, "s_squared": 2.032, "e_above_lowest_kcal_mol": 1.0, "homo_energy_ev": [-5.966, -6.620], "gap_ev": [5.86, 6.65], "mol_weight_g_mol": 623.31, "fmax_ev_per_a": 5.8}


Entry 4:
{"formula": "C22H36AgBrN7O2Si2", "method": "wB97M-V/def2-TZVPD", "symbols": ["Ag", "C", "Si", "C", "C", "C", "C", "C", "C", "C", "C", "N", "Si", "C", "C", "C", "H", "H", "H", "H", "H", "H", "H", "H", "H", "H", "H", "H", "H", "H", "H", "H", "H", "H", "H", "H", "H", "H", "C", "N", "C", "C", "N", "N", "C", "N", "N", "H", "H", "H", "H", "H", "H", "H", "H", "H", "H", "H", "Br", "C", "C", "C", "C", "C", "N", "C", "O", "O", "H", "H", "H"], "positions_angstrom": [[9.80, -2.36, 11.90], [11.15, -4.04, 15.03], [11.14, -2.17, 15.18], [9.48, -1.68, 15.87], [12.31, -1.88, 16.63], [11.63, -1.40, 13.63], [12.54, -2.31, 12.91], [13.88, -2.47, 13.32], [14.71, -3.40, 12.73], [14.23, -4.22, 11.72], [12.92, -4.02, 11.35], [12.13, -3.10, 11.91], [12.01, 0.36, 13.48], [12.07, 1.29, 15.10], [13.70, 0.67, 12.72], [10.89, 1.44, 12.44], [10.73, -4.49, 15.94], [12.18, -4.40, 14.91], [10.58, -4.40, 14.17], [9.46, -1.77, 16.97], [8.66, -2.26, 15.44], [9.28, -0.62, 15.62], [12.12, -2.61, 17.42], [12.16, -0.87, 17.06], [13.38, -1.96, 16.37], [14.26, -1.88, 14.14], [15.71, -3.53, 13.11], [14.88, -4.96, 11.27], [12.43, -4.61, 10.58], [12.89, 0.93, 15.73], [11.11, 1.18, 15.65], [12.23, 2.36, 14.89], [14.52, 0.35, 13.38], [13.76, 1.75, 12.55], [13.84, 0.16, 11.76], [9.99, 1.69, 13.03], [10.57, 0.96, 11.52], [11.40, 2.37, 12.18], [11.12, 1.72, 7.73], [11.56, 0.46, 8.32], [12.96, 0.35, 8.66], [10.68, -0.30, 9.09], [10.99, -1.02, 10.07], [9.36, -0.22, 8.60], [8.30, -1.09, 8.94], [7.17, -0.79, 8.12], [8.35, -1.98, 9.82], [11.99, 2.32, 7.48], [10.48, 2.30, 8.41], [10.56, 1.54, 6.81], [13.54, 0.75, 7.84], [13.24, -0.70, 8.79], [13.23, 0.87, 9.60], [11.94, -0.90, 10.40], [9.35, -0.11, 7.59], [6.96, 0.21, 8.15], [6.37, -1.31, 8.47], [7.45, -2.42, 10.03], [7.29, 0.11, 12.71], [6.95, -1.65, 13.41], [6.08, -1.80, 14.47], [5.84, -3.11, 14.88], [6.43, -4.17, 14.22], [7.34, -3.90, 13.19], [7.58, -2.64, 12.82], [8.05, -5.06, 12.43], [7.42, -6.12, 12.51], [9.11, -4.75, 11.85], [5.65, -0.95, 14.97], [5.20, -3.30, 15.73], [6.26, -5.20, 14.50]], "spin_multiplicity": 1, "homo_energy_ev": -3.548, "gap_ev": 5.82, "mol_weight_g_mol": 674.52, "total_charge": -1, "fmax_ev_per_a": 1.0}


Entry 5:
{"formula": "C22H36AuN", "method": "wB97M-V/def2-TZVPD", "symbols": ["C", "H", "H", "H", "C", "H", "H", "C", "H", "H", "H", "C", "C", "C", "C", "C", "C", "C", "C", "C", "C", "Au", "H", "H", "H", "H", "H", "H", "H", "H", "H", "H", "H", "H", "H", "H", "H", "C", "N", "C", "C", "C", "C", "C", "C", "C", "C", "H", "H", "H", "H", "H", "H", "H", "H", "H", "H", "H", "H", "H"], "positions_angstrom": [[2.26, 2.02, -1.87], [2.81, 2.87, -1.45], [2.55, 1.92, -2.94], [2.61, 1.14, -1.32], [0.75, 2.25, -1.76], [0.17, 1.41, -2.18], [0.51, 2.23, -0.68], [0.33, 3.63, -2.34], [-0.78, 3.76, -2.34], [0.76, 4.41, -1.70], [0.73, 3.77, -3.37], [-0.52, -2.74, -1.81], [-0.92, -1.71, -2.71], [0.26, -1.18, -3.31], [1.38, -1.87, -2.77], [0.90, -2.85, -1.86], [1.69, -3.77, -1.01], [2.80, -1.58, -3.07], [0.35, -0.06, -4.27], [-2.29, -1.21, -2.93], [-1.36, -3.55, -0.90], [0.38, 0.26, 0.81], [3.45, -1.89, -2.25], [3.14, -2.10, -3.98], [2.96, -0.50, -3.25], [2.68, -3.37, -0.79], [1.17, -3.96, -0.06], [1.81, -4.75, -1.49], [-2.27, -3.01, -0.59], [-1.65, -4.51, -1.35], [-0.81, -3.78, 0.02], [-2.29, -0.14, -3.18], [-2.81, -1.75, -3.74], [-2.90, -1.34, -2.02], [1.11, 0.66, -3.95], [0.64, -0.40, -5.28], [-0.60, 0.46, -4.37], [0.56, 3.24, 2.79], [-0.25, 2.39, 3.70], [-0.64, 3.17, 4.90], [-1.41, 1.67, 2.90], [-1.42, 0.18, 3.11], [-2.13, -0.41, 4.17], [-2.11, -1.81, 4.29], [-1.16, -2.56, 3.56], [-0.50, -1.98, 2.47], [-0.64, -0.61, 2.28], [-0.10, 3.98, 2.34], [1.00, 2.60, 2.01], [1.36, 3.71, 3.37], [0.36, 1.64, 4.04], [-1.30, 3.98, 4.61], [-1.14, 2.53, 5.62], [0.27, 3.58, 5.36], [-2.31, 2.17, 3.24], [-1.23, 1.97, 1.85], [-2.62, 0.26, 4.89], [-2.81, -2.31, 4.95], [-0.87, -3.57, 3.86], [0.08, -2.57, 1.75]], "spin_multiplicity": 3, "s_squared": 2.004, "homo_energy_ev": [-14.444, -14.443], "gap_ev": [8.65, 6.48], "mol_weight_g_mol": 511.50, "total_charge": 2, "fmax_ev_per_a": 1.3}


Entry 6:
{"formula": "C22H36BCl2N6S3Tm", "method": "wB97M-V/def2-TZVPD", "symbols": ["Tm", "C", "C", "C", "C", "N", "C", "C", "N", "B", "N", "C", "C", "N", "C", "S", "C", "C", "C", "C", "N", "C", "C", "N", "C", "S", "C", "C", "C", "C", "C", "S", "H", "H", "H", "H", "H", "H", "H", "H", "H", "H", "H", "H", "H", "H", "H", "H", "H", "H", "H", "H", "H", "H", "H", "H", "H", "H", "H", "H", "H", "H", "H", "H", "H", "H", "Cl", "C", "Cl", "H", "H"], "positions_angstrom": [[10.77, 6.78, 10.89], [14.29, 5.10, 7.38], [15.27, 6.20, 7.80], [16.28, 5.60, 8.80], [16.10, 6.61, 6.58], [14.52, 7.35, 8.44], [14.59, 8.67, 8.08], [13.58, 9.34, 8.70], [12.95, 8.47, 9.59], [12.22, 9.20, 10.89], [12.70, 8.57, 12.17], [14.08, 8.57, 12.35], [14.40, 7.83, 13.43], [13.15, 7.50, 14.04], [12.11, 7.86, 13.24], [10.52, 7.41, 13.42], [12.98, 6.89, 15.45], [14.45, 6.93, 16.00], [12.04, 7.85, 16.23], [12.38, 5.50, 15.24], [10.67, 9.33, 10.59], [9.99, 10.37, 11.29], [8.80, 10.59, 10.73], [8.73, 9.72, 9.64], [9.85, 8.92, 9.53], [10.08, 7.71, 8.45], [7.62, 9.78, 8.58], [8.20, 10.57, 7.40], [7.14, 8.42, 8.15], [6.39, 10.42, 9.20], [13.58, 7.22, 9.44], [13.22, 5.80, 10.28], [14.75, 4.37, 6.65], [13.38, 5.53, 6.86], [13.89, 4.52, 8.17], [16.91, 4.83, 8.31], [15.74, 5.13, 9.64], [16.90, 6.43, 9.18], [16.29, 5.72, 5.94], [17.06, 7.08, 6.84], [15.53, 7.34, 6.01], [15.27, 9.09, 7.38], [13.24, 10.34, 8.62], [12.73, 10.34, 10.96], [14.79, 8.87, 11.58], [15.36, 7.59, 13.88], [14.94, 7.89, 15.77], [15.10, 6.11, 15.56], [14.49, 6.77, 17.08], [12.41, 8.85, 16.01], [12.14, 7.73, 17.34], [10.95, 7.78, 15.98], [11.28, 5.55, 15.25], [12.63, 4.81, 16.05], [12.73, 4.97, 14.33], [10.53, 10.86, 12.09], [8.00, 11.26, 11.07], [9.22, 10.25, 7.03], [8.24, 11.66, 7.62], [7.44, 10.48, 6.58], [7.80, 8.01, 7.37], [6.13, 8.57, 7.74], [7.06, 7.70, 9.01], [6.65, 11.25, 9.84], [5.75, 9.69, 9.73], [5.79, 10.83, 8.39], [10.45, 4.08, 10.95], [8.59, 4.25, 11.17], [8.17, 6.00, 10.86], [8.34, 4.04, 12.21], [8.14, 3.65, 10.35]], "spin_multiplicity": 3, "s_squared": 2.002, "homo_energy_ev": [-13.554, -13.560], "gap_ev": [7.42, 7.47], "mol_weight_g_mol": 731.43, "total_charge": 2, "fmax_ev_per_a": 4.2}


Entry 7:
{"formula": "C22H36BN5O7P2S4V", "method": "wB97M-V/def2-TZVPD", "symbols": ["V", "N", "C", "C", "P", "O", "O", "O", "P", "O", "O", "O", "H", "H", "H", "H", "H", "H", "H", "H", "O", "H", "H", "S", "C", "S", "C", "N", "N", "C", "C", "C", "C", "C", "C", "S", "H", "H", "H", "H", "H", "C", "S", "C", "H", "H", "H", "H", "H", "H", "C", "N", "C", "C", "C", "C", "C", "C", "C", "C", "H", "H", "H", "H", "H", "H", "H", "H", "H", "H", "H", "H", "B", "C", "N", "H", "H", "H"], "positions_angstrom": [[-0.06, 0.79, -0.30], [-3.84, 0.76, -2.30], [-3.54, 1.55, -1.07], [-4.74, 2.17, -0.44], [-2.27, 2.82, -1.66], [-2.43, 4.20, -0.78], [-2.63, 3.03, -3.11], [-0.85, 2.37, -1.33], [-2.76, 0.49, 0.25], [-4.03, -0.16, 0.97], [-1.96, 1.38, 1.17], [-1.95, -0.50, -0.52], [-3.73, 1.39, -3.13], [-4.79, 0.32, -2.27], [-3.18, -0.05, -2.47], [-5.16, 3.03, -0.96], [-4.55, 2.52, 0.59], [-5.51, 1.44, -0.41], [-3.13, 4.74, -1.15], [-3.86, -0.91, 1.56], [-2.34, -1.58, -3.25], [-1.69, -2.04, -2.67], [-1.92, -1.62, -4.11], [0.63, -5.56, 1.37], [0.68, -4.53, 0.07], [1.74, -3.18, 0.10], [0.78, -2.42, -1.15], [-0.16, -3.19, -1.66], [-0.13, -4.44, -1.06], [-0.91, -5.48, -1.66], [-0.88, -6.78, -1.23], [-1.63, -7.77, -1.90], [-2.53, -7.39, -2.89], [-2.55, -6.06, -3.29], [-1.74, -5.11, -2.73], [1.23, -0.83, -1.62], [-0.20, -7.08, -0.38], [-1.67, -8.77, -1.53], [-3.22, -8.12, -3.34], [-3.33, -5.76, -3.96], [-1.69, -4.07, -3.04], [-0.62, 3.49, 3.75], [0.35, 3.94, 2.32], [1.22, 5.42, 2.90], [-1.30, 4.32, 4.01], [0.05, 3.24, 4.60], [-1.20, 2.61, 3.46], [2.11, 5.13, 3.53], [0.58, 6.11, 3.42], [1.62, 5.94, 2.01], [5.26, 0.17, 0.91], [4.45, 1.09, 1.72], [4.99, 1.49, 3.00], [3.02, 1.31, 1.49], [2.77, 2.00, 0.20], [3.74, 2.90, -0.26], [3.72, 3.38, -1.56], [2.71, 2.96, -2.45], [1.68, 2.17, -1.95], [1.65, 1.77, -0.59], [6.29, 0.23, 1.26], [5.20, 0.41, -0.14], [4.96, -0.88, 0.98], [6.07, 1.73, 2.86], [4.88, 0.75, 3.82], [4.46, 2.43, 3.27], [2.69, 2.00, 2.32], [2.50, 0.36, 1.52], [4.55, 3.22, 0.42], [4.51, 4.05, -1.91], [2.72, 3.34, -3.47], [0.83, 1.91, -2.59], [-0.05, -1.78, 3.48], [0.19, -0.75, 2.38], [0.32, -0.06, 1.46], [-1.16, -2.17, 3.22], [0.73, -2.66, 3.41], [0.00, -1.20, 4.53]], "spin_multiplicity": 3, "s_squared": 2.021, "e_above_lowest_kcal_mol": 0.0, "homo_energy_ev": [-4.940, -4.954], "gap_ev": [6.80, 6.82], "mol_weight_g_mol": 734.53, "total_charge": -1, "fmax_ev_per_a": 2.4}